No. 1
Molecular formula: C3H9N3
Method: DFT, the ωB97M-V functional and the def2-TZVPD basis

```
15
Properties=species:S:1:pos:R:3:forces:R:3
C -2.6769 0.1839 0.8226 -2.0 -0.6 3.2
C 0.7175 0.6233 -1.3305 0.8 -3.1 -0.5
C 1.8802 -0.8539 0.3219 1.5 -0.7 0.4
N -1.7593 0.2853 -0.1622 2.9 -0.5 -1.2
N -0.2435 -0.0294 0.6934 -5.6 0.8 2.9
N 0.7180 -0.0719 -0.0620 3.0 -0.2 -1.4
H -3.2392 -0.7938 0.8541 0.7 0.1 -0.4
H -3.6151 0.8528 0.7112 1.8 -0.3 0.2
H -2.1376 0.1800 1.8392 -1.2 0.6 -0.9
H 1.6068 0.2048 -1.8709 -0.5 1.5 0.3
H -0.1355 0.1991 -1.8404 -0.4 0.4 -0.4
H 0.5513 1.6203 -1.0708 0.4 2.0 -0.6
H 1.8241 -1.6778 -0.3589 0.3 -1.2 -0.2
H 2.8223 -0.3289 -0.0308 -1.0 -0.3 1.0
H 1.9589 -1.2898 1.4182 -0.6 1.5 -2.3
```
Forces are in eV/Å.

* gap between HOMO and LUMO (spin up / spin down): 7.208 / 8.439 eV
* LUMO level (spin up / spin down): 0.971 / -0.091 eV
* 2S+1: 3
* E: -283.71799 hartree
* HOMO energy (spin up / spin down): -6.24 / -8.53 eV
* expectation value of S²: 2.018

---

No. 2
Molecular formula: C3H9N3O
Method: DFT, the ωB97M-V functional and the def2-TZVPD basis

```
16
Properties=species:S:1:pos:R:3:forces:R:3
N 1.4600 1.4432 1.7398 -0.2 0.3 -0.2
C 0.2075 0.9959 2.1394 0.1 -0.1 -0.1
N -0.1096 -0.2602 1.6900 -0.1 -0.1 0.0
O -0.5033 1.6390 2.8853 0.1 -0.1 0.2
H 1.7798 1.1647 0.8239 0.1 -0.1 0.1
H 1.5790 2.4250 1.9378 0.0 0.0 -0.1
H -0.9634 -0.6457 2.0527 -0.1 0.2 -0.1
H 0.1896 -0.5981 0.7874 0.2 -0.1 0.1
C -0.1794 0.1955 -1.9620 0.0 -0.1 0.1
C -0.7104 -2.0063 -1.4424 0.0 -0.2 0.0
N 0.1388 -1.0844 -1.3396 -0.1 0.3 0.1
H 0.0883 0.9973 -1.2738 0.0 0.0 0.0
H -1.2397 0.2941 -2.2061 0.0 0.0 -0.1
H 0.4200 0.3122 -2.8662 0.0 0.0 0.0
H -0.5095 -2.9640 -0.9678 0.0 0.0 0.0
H -1.6478 -1.9082 -1.9985 0.0 0.1 0.0
```
Forces are in eV/Å.

* gap between HOMO and LUMO: 10.451 eV
* LUMO level: 0.796 eV
* E: -359.21907 hartree
* SMILES string: NC(N)=O.C=NC
* HOMO energy: -9.66 eV

---

No. 3
Molecular formula: C3H9N3O
Method: DFT, the ωB97M-V functional and the def2-TZVPD basis

```
16
Properties=species:S:1:pos:R:3:forces:R:3
C 1.0873 -0.5826 -0.4443 -3.0 -0.6 0.9
C 1.6793 0.7636 -0.4810 -2.2 2.1 -0.4
C -1.4729 -1.4521 0.1900 0.0 -0.1 0.1
N -0.5094 -0.3822 0.0906 2.5 -0.5 -0.9
O 2.2640 1.2029 0.7237 0.3 -0.3 0.4
N -0.8564 0.8488 0.0929 -1.5 1.5 1.0
N -2.0483 1.1918 0.3801 0.5 -0.9 -0.1
H 1.5549 1.3172 1.3672 0.0 0.1 0.0
H -2.0561 2.2119 0.4491 0.2 -0.2 -0.3
H 0.9715 -1.0321 -1.4309 0.2 -0.1 0.1
H 1.5107 -1.2568 0.2982 0.0 -0.1 -0.2
H 2.3950 0.9029 -1.2874 0.0 -0.1 0.0
H 0.6611 1.4101 -0.6165 2.9 -0.9 -0.5
H -2.2663 -1.1405 0.8735 0.1 0.0 -0.1
H -1.9183 -1.6524 -0.7881 -0.1 -0.1 0.0
H -0.9958 -2.3506 0.5830 0.1 0.1 -0.1
```
Forces are in eV/Å.

* gap between HOMO and LUMO: 9.749 eV
* LUMO level: 0.942 eV
* E: -359.09662 hartree
* SMILES string: [H]/N=N/N(C)CCO
* HOMO energy: -8.81 eV

---

No. 4
Molecular formula: C3H9N3O
Method: DFT, the ωB97M-V functional and the def2-TZVPD basis

```
16
Properties=species:S:1:pos:R:3:forces:R:3
C -2.4496 2.0628 -1.0262 -1.9 -0.7 1.1
C 0.2542 -0.5369 0.9505 -0.2 -0.4 1.0
C 1.0938 -1.5651 0.3303 -0.7 -0.3 0.3
N -1.5327 2.3665 -1.8309 1.2 0.6 -1.2
N -3.3459 1.6765 -0.3985 0.8 0.2 -0.4
N 2.4759 -1.7907 0.8410 0.3 0.0 0.0
O 0.8951 -0.3557 -0.2887 0.6 0.6 -1.1
H 0.6402 0.0474 1.7790 0.1 0.0 0.0
H 0.6726 -2.4500 -0.1379 0.2 0.0 0.0
H -0.5691 2.0867 -1.6888 0.0 0.0 0.1
H -1.7408 2.9003 -2.6753 0.0 0.0 0.1
H -0.8234 -0.6541 0.9214 0.0 -0.1 0.0
H -4.0230 1.7465 0.3416 -0.2 0.1 0.2
H 2.9052 -0.8978 1.1356 -0.1 -0.3 -0.1
H 3.0743 -2.1969 0.1021 -0.1 0.1 0.3
H 2.4730 -2.4397 1.6449 0.0 0.2 -0.2
```
Forces are in eV/Å.

* net charge: +2
* gap between HOMO and LUMO: 12.382 eV
* LUMO level: -6.891 eV
* E: -358.52117 hartree
* HOMO energy: -19.27 eV

---

No. 5
Molecular formula: C3H9N3O2
Method: DFT, the ωB97M-V functional and the def2-TZVPD basis

```
17
Properties=species:S:1:pos:R:3:forces:R:3
C -0.1318 2.9218 -1.3306 0.2 0.2 -0.1
N 0.5568 1.6697 -1.5710 0.2 -0.2 0.0
C 0.6822 0.7436 -0.6346 -0.1 0.4 0.3
N 1.4569 -0.2889 -0.7038 0.3 -0.3 -0.4
H -0.5605 3.2830 -2.2590 -0.3 -0.1 0.0
H 0.5583 3.6919 -0.9912 0.1 0.0 0.2
H -0.8917 2.7525 -0.5763 -0.2 0.1 0.0
H 1.1193 1.5764 -2.4002 0.0 0.1 -0.1
H 0.0837 0.8614 0.2754 0.0 -0.1 -0.1
H 2.0015 -0.4532 -1.5356 0.1 0.0 -0.1
H 1.2942 -1.0470 0.0573 -0.2 0.2 0.3
N -1.4611 -1.9896 0.3133 -0.3 0.4 0.0
C -0.6410 -1.1911 1.1265 -0.4 -0.5 -0.1
O 0.5632 -1.5793 1.2327 0.4 -0.2 0.1
O -1.1402 -0.1514 1.5821 0.0 0.3 0.0
H -1.2195 -2.9551 0.1927 0.1 -0.1 0.1
H -2.4401 -1.7707 0.4107 0.0 -0.2 0.0
```
Forces are in eV/Å.

* gap between HOMO and LUMO: 8.898 eV
* LUMO level: 0.371 eV
* E: -434.47255 hartree
* HOMO energy: -8.53 eV

---

No. 6
Molecular formula: C3H9N3O3P
Method: DFT, the ωB97M-V functional and the def2-TZVPD basis

```
19
Properties=species:S:1:pos:R:3:forces:R:3
C 2.3090 -0.2238 0.0800 -0.4 0.9 0.7
C -0.8693 2.5674 -0.3891 -3.7 0.0 -5.0
C -0.4704 1.1769 -0.9974 -1.7 0.8 -0.9
N 0.2611 -2.3943 -0.2707 1.1 3.5 -1.5
N -0.2778 -1.1674 2.1203 1.4 -1.4 -1.3
N 0.0723 0.3223 -0.0126 -0.9 -2.1 0.7
O 2.4482 -0.4208 1.2212 0.3 -0.5 0.3
O 2.4924 0.0491 -1.0277 0.6 -0.2 -1.4
O -2.1157 -1.4707 0.3599 0.8 1.0 -0.9
P -0.6597 -1.0665 0.4175 -1.1 -0.4 2.2
H -0.1727 2.7771 0.2804 2.6 1.1 3.6
H -0.8848 3.4554 -1.1533 0.4 -1.6 0.8
H -1.9448 2.5740 -0.1063 0.9 -0.2 0.8
H -1.3762 0.7346 -1.5033 0.5 0.4 0.4
H 0.2069 1.3956 -1.8154 0.7 -0.1 -0.3
H 0.2871 -2.0229 -1.2461 0.4 -1.1 0.7
H 0.0223 -3.3435 -0.2535 -1.0 -1.2 0.2
H 0.6622 -0.7666 2.1369 -0.2 0.4 0.4
H 0.0098 -2.1757 2.1592 -0.7 0.8 0.5
```
Forces are in eV/Å.

* net charge: -1
* gap between HOMO and LUMO: 7.935 eV
* LUMO level: 3.672 eV
* E: -851.17727 hartree
* HOMO energy: -4.26 eV

---

Across the entries above, energy relative to the best compared isomer or geometry (same formula, charge and spin) takes the values 109.47; 66.62; 388.11; 25.41; 140.76; 187.95 kJ/mol, respectively.